{
  "formula": "C7H28BrN2O10",
  "method": "ωB97M-V/def2-TZVPD",
  "symbols": ["Br", "C", "O", "N", "N", "H", "H", "H", "H", "C", "C", "O", "O", "H", "H", "H", "H", "H", "H", "C", "C", "O", "O", "H", "H", "H", "H", "H", "H", "C", "C", "O", "O", "H", "H", "H", "H", "H", "H", "O", "H", "H", "O", "H", "H", "O", "H", "H"],
  "coordinates": [[0.179750, -0.496125, -0.595848], [1.013638, 1.209967, -4.058836], [1.328171, 1.243030, -5.254028], [0.657759, 0.093767, -3.497121], [1.232912, 2.083795, -3.134746], [0.285292, -0.621864, -4.104779], [0.484316, 0.034169, -2.503915], [0.901485, 2.057885, -2.181025], [1.603850, 2.945432, -3.509017], [-0.229370, -0.949777, 2.401966], [0.743564, 0.056548, 3.110278], [1.005921, -0.191773, 4.477618], [-1.520864, -0.480451, 2.710326], [-0.128465, -2.023770, 2.558360], [0.006396, -0.791446, 1.349609], [0.443861, 1.098611, 2.998977], [1.674515, -0.072392, 2.558217], [1.324164, 0.668973, 4.759455], [-2.115736, -1.223066, 2.582814], [0.904766, 3.111936, -0.501661], [1.868541, 2.430091, 0.555362], [1.456077, 1.140753, 1.007182], [-0.461169, 2.947328, -0.185258], [0.960877, 2.600319, -1.462494], [1.268938, 4.120412, -0.697760], [1.890341, 3.118165, 1.400450], [2.881954, 2.376193, 0.157642], [1.129162, 0.742939, 0.196963], [-0.766635, 2.571821, -1.014287], [-1.508750, -3.144004, 0.267936], [-2.431248, -2.374232, 1.233386], [-2.114660, -2.498573, 2.635621], [-0.088678, -2.828685, 0.402069], [-1.879269, -3.008200, -0.748124], [-1.570520, -4.218804, 0.438486], [-3.427100, -2.778830, 1.052586], [-2.441603, -1.294712, 1.082935], [-1.768409, -3.387726, 2.741084], [0.115783, -2.005545, -0.047635], [-0.752415, 1.923887, -1.749887], [-0.977794, 1.907009, -2.680026], [-0.624541, 1.004250, -1.517215], [-2.248269, 0.466647, 0.240449], [-2.573026, -0.338307, -0.163053], [-1.307039, 0.459487, 0.066505], [2.227447, -2.528557, -1.248391], [1.804481, -3.295402, -0.862007], [1.541599, -1.861172, -1.269165]],
  "forces_ev_per_a": [[0.2709, 1.2079, -4.4968], [1.9935, -1.8207, -2.8102], [-0.5752, 1.2016, -0.2989], [-2.2444, -3.8518, -0.0073], [2.2073, 4.1245, -1.5192], [0.2500, -0.0442, 0.2503], [0.2372, -0.4483, -0.6669], [0.3511, -1.8908, -3.0548], [0.0990, 0.1552, 0.5518], [0.6035, 2.9625, 1.4128], [0.4726, -1.9790, -0.9461], [-0.2648, -0.0352, 0.9063], [0.8320, 3.0480, 0.5967], [0.7374, 0.5075, 0.7227], [-0.3460, -0.1404, 1.5248], [-0.4989, -0.3481, -0.2982], [0.1239, 0.0717, 0.4091], [0.0706, -0.2306, 0.5414], [0.6557, 2.5057, 1.5150], [-0.3117, -1.3543, 1.7336], [-0.8339, 0.6445, -0.1559], [1.3335, 2.9775, -0.6131], [3.8258, 5.8616, 8.5879], [1.3240, 2.8749, 4.2526], [-0.1195, 0.4892, 0.2261], [0.0242, -0.1362, 0.2963], [0.2159, 0.1047, -0.2559], [0.6330, 0.3034, 0.5546], [-1.9115, 3.8039, 3.1161], [1.6787, 0.6018, 0.8124], [-0.2304, -1.2573, -0.8001], [-1.9271, -6.0693, -1.2562], [-2.1107, -4.2294, 0.8884], [0.0229, 0.3431, -0.2339], [-0.1068, -0.1041, 0.2471], [-0.3293, 0.0092, 0.0064], [0.0461, -0.5586, -0.2458], [0.0173, -0.2297, 0.3931], [-0.3544, -1.4599, 0.4308], [-3.7257, -7.7429, -11.9787], [-0.3522, 0.1850, -0.5901], [-0.3230, -0.8853, 0.5511], [-2.1018, 0.9787, -0.0716], [0.0271, 0.2180, -0.4859], [-0.4106, 0.3648, 0.7049], [1.0469, -0.6525, -0.4594], [-0.1989, -0.1174, 0.2180], [0.1769, 0.0409, -0.2055]],
  "e_above_lowest_kcal_mol": 289.93,
  "e_tot_ev": -101200.664,
  "orbital_gap_ev": 7.88,
  "total_charge": -1
}

***

{
  "formula": "C24H29N5O9P2SeTa",
  "method": "ωB97M-V/def2-TZVPD",
  "symbols": ["Ta", "C", "C", "C", "C", "C", "H", "H", "H", "H", "H", "C", "C", "O", "P", "O", "O", "O", "P", "O", "O", "O", "H", "H", "H", "H", "H", "H", "H", "C", "N", "C", "C", "C", "O", "N", "C", "O", "H", "H", "H", "H", "H", "Se", "N", "C", "C", "C", "C", "C", "C", "N", "H", "H", "H", "H", "C", "C", "C", "C", "C", "C", "N", "H", "H", "H", "H", "H", "H", "H", "H"],
  "coordinates": [[-0.310848, -0.170335, -0.923975], [-3.749757, 2.173529, -0.413895], [-4.035777, 1.102133, 0.527284], [-3.420442, -0.022926, 0.111135], [-2.623143, 0.271748, -1.104512], [-2.941685, 1.695986, -1.382510], [-4.161171, 3.171576, -0.341832], [-4.685227, 1.199390, 1.385352], [-3.517788, -1.001108, 0.554818], [-2.867591, -0.366515, -1.959062], [-2.614557, 2.211676, -2.274299], [0.764021, 4.603088, -1.008935], [0.578668, 3.098165, -1.024942], [-0.575581, 2.637946, -0.341959], [2.048692, 2.180135, -0.396251], [2.809601, 2.651543, 0.898266], [3.188389, 2.555857, -1.421918], [1.690995, 0.715044, -0.505387], [0.438513, 2.371069, -2.737164], [-0.698805, 3.245817, -3.422736], [1.683025, 2.341672, -3.528501], [-0.189944, 0.972555, -2.456990], [0.817110, 4.949620, 0.022977], [-0.069590, 5.094085, -1.511487], [1.686209, 4.876894, -1.522567], [-1.346134, 3.148555, -0.627607], [3.660623, 3.053746, 0.652906], [2.942374, 2.422678, -2.372745], [-0.477409, 3.452343, -4.346975], [0.176346, 1.749513, 4.422676], [-0.263290, 0.741167, 3.462938], [-0.881229, -0.396379, 3.868540], [-1.268475, -1.359943, 3.008560], [-1.037976, -1.116038, 1.628528], [-1.318388, -1.880611, 0.678441], [-0.478340, 0.054937, 1.223801], [-0.012156, 0.983264, 2.118353], [0.601746, 1.988079, 1.801622], [0.351306, 1.277799, 5.385991], [-0.576049, 2.530781, 4.532486], [1.091421, 2.205976, 4.058622], [-1.037272, -0.495128, 4.934283], [-1.733761, -2.274812, 3.337846], [0.749378, -3.479851, -0.467623], [1.292933, -1.878301, 0.051156], [1.792528, -2.000210, 1.296000], [2.362634, -0.967618, 2.076023], [2.790310, -1.263283, 3.340178], [2.691221, -2.570335, 3.878877], [2.184640, -3.598579, 3.140613], [1.726956, -3.334625, 1.828747], [1.205609, -4.250618, 1.004008], [2.477373, 0.022197, 1.660442], [3.232074, -0.478747, 3.942413], [3.045786, -2.753330, 4.884475], [2.128490, -4.608040, 3.524926], [1.895366, -1.192610, -3.143051], [0.672215, -2.053224, -3.071159], [0.440836, -3.199635, -3.772055], [-0.858227, -3.661108, -3.421551], [-1.389826, -2.789457, -2.515423], [-2.748214, -2.888697, -1.894987], [-0.455979, -1.766264, -2.277477], [2.621520, -1.680043, -3.789720], [2.363186, -1.046523, -2.165510], [1.680702, -0.215891, -3.574757], [1.122416, -3.656417, -4.471600], [-1.353202, -4.534154, -3.815064], [-3.122639, -3.898116, -2.053140], [-3.462801, -2.205824, -2.358673], [-2.721935, -2.695265, -0.825241]],
  "forces_ev_per_a": [[-0.4143, -2.1404, 1.1209], [0.0866, 0.1178, -0.0220], [-0.0007, -0.1293, 0.0343], [-0.2119, 0.0653, 0.0660], [1.0888, -0.0940, 0.3623], [-0.1141, 0.0187, -0.1425], [0.0064, -0.0079, -0.0933], [0.0156, -0.0430, 0.0086], [0.0189, 0.0648, 0.0075], [0.2288, -0.0244, 0.0225], [-0.0513, 0.0438, 0.0302], [0.0602, 0.0016, 0.0113], [0.1501, -0.2373, 0.0823], [0.5973, -0.0520, -0.0469], [0.8023, 0.4206, -0.3879], [-0.1655, 0.0435, 0.0727], [-0.0426, -0.0237, -0.0067], [-1.3200, -0.0761, 0.0848], [-0.0253, 0.8273, -0.7051], [0.1355, -0.2037, 0.0528], [0.0751, -0.0280, 0.0506], [-0.0127, 0.2561, -0.1967], [-0.0185, 0.0014, 0.0011], [-0.0054, -0.0069, 0.0070], [-0.0305, 0.0382, -0.0162], [-0.3298, -0.2087, -0.0480], [-0.1302, -0.1040, 0.0251], [-0.1022, 0.0129, 0.0110], [-0.0815, 0.0239, 0.1905], [-0.0062, 0.1366, 0.0727], [-0.0874, -0.0935, -0.0789], [-0.0322, -0.1556, 0.0278], [-0.0218, -0.0827, 0.0829], [-0.2417, 0.0799, -0.1151], [0.0772, 0.3633, -0.7118], [0.1330, 0.4374, 0.0128], [0.0443, 0.3468, 0.0809], [0.0348, -0.0862, -0.1173], [-0.0121, -0.0490, -0.0202], [0.0013, -0.0200, -0.0220], [0.0199, -0.0509, 0.0395], [0.0416, 0.0462, 0.0133], [-0.0089, 0.0045, -0.0249], [0.1648, -0.6403, -0.2110], [-0.5454, 0.5148, -0.3153], [0.0089, -0.1891, -0.1554], [0.1037, 0.1274, 0.2196], [-0.0670, 0.2357, -0.2641], [-0.0676, -0.3196, 0.0411], [0.1258, 0.0087, 0.2839], [-0.0768, 0.2676, -0.3305], [0.1845, -0.1599, 0.3148], [-0.0171, -0.0108, 0.0611], [0.0178, -0.0179, 0.0008], [0.0060, -0.0055, -0.0084], [-0.0042, 0.0084, -0.0110], [-0.1426, -0.0032, 0.0604], [0.3415, -0.0180, -0.3945], [-0.1647, 0.1037, 0.1231], [0.0339, 0.1841, 0.0199], [-0.2754, -0.2781, -0.0835], [0.1381, 0.0761, -0.0102], [0.0549, 0.7216, 0.7957], [0.0225, -0.0371, 0.0266], [0.0379, 0.0157, -0.0248], [0.0633, 0.0313, -0.0255], [0.0456, 0.0339, 0.0263], [-0.0525, -0.0077, 0.0624], [0.0067, -0.0151, 0.0021], [-0.0154, -0.0402, 0.0136], [-0.0782, -0.0197, -0.0326]],
  "e_above_lowest_kcal_mol": 13.32,
  "e_tot_ev": -136714.140,
  "orbital_gap_ev": 6.46,
  "total_charge": 1
}

***

{
  "formula": "C2H5NS2",
  "method": "ωB97M-V/def2-TZVPD",
  "symbols": ["C", "S", "C", "N", "S", "H", "H", "H", "H", "H"],
  "coordinates": [[-1.952784, 0.410788, 0.030542], [-1.064245, -1.037661, -0.187080], [0.519681, -0.279295, -0.006453], [1.614145, -0.893502, 0.297758], [3.066291, -0.119922, -0.160760], [-2.367972, 0.833186, -0.966835], [-1.293865, 1.219625, 0.512638], [-2.779002, 0.346439, 0.735084], [0.505265, 0.775768, -0.358405], [3.752489, -1.255429, 0.103513]],
  "forces_ev_per_a": [[-1.2219, 4.0654, -0.5201], [1.6715, -1.5202, 0.4899], [1.6950, -0.3291, -0.2647], [-2.0582, 0.4971, -0.9633], [0.0993, -0.6214, 0.5626], [0.6574, -0.6337, 1.6578], [-0.9518, -1.1164, -0.9058], [-0.1262, -0.4152, -0.1075], [0.0903, -0.4833, 0.1500], [0.1445, 0.5568, -0.0989]],
  "smiles": "CS/C=N/S",
  "e_above_lowest_kcal_mol": 40.46,
  "e_tot_ev": -25314.071,
  "orbital_gap_ev": 9.01,
  "total_charge": 0
}

***

{
  "formula": "H8O3S2",
  "method": "ωB97M-V/def2-TZVPD",
  "symbols": ["S", "S", "H", "H", "O", "H", "H", "O", "H", "H", "O", "H", "H"],
  "coordinates": [[0.603381, -1.873886, 2.106783], [1.913553, -0.976157, 0.642521], [1.410396, -2.945026, 2.192181], [2.973771, -1.337095, 1.395081], [-6.288322, -2.082234, -4.251278], [-6.327485, -1.613878, -5.074296], [-6.006581, -2.997571, -4.351112], [-0.184101, 2.364186, -0.784407], [0.202155, 1.986309, 0.019335], [-0.593718, 1.617174, -1.205846], [2.158886, 4.975208, 0.283557], [1.365800, 5.173848, -0.255755], [1.855664, 4.512901, 1.093512]],
  "forces_ev_per_a": [[0.7497, 0.3077, -0.6884], [-0.4066, -0.6316, 0.9564], [-0.3918, -0.1062, 0.0627], [0.0204, 0.4563, -0.3386], [-0.1052, -0.1477, 1.2873], [0.1467, -0.1948, -0.7594], [-0.0400, 0.3428, -0.5276], [0.3678, 0.2625, 0.6324], [-0.0175, 0.1763, -0.2406], [-0.3233, -0.4366, -0.3838], [-0.6388, -0.1559, 0.2772], [0.5757, -0.3777, 0.6440], [0.0630, 0.5049, -0.9218]],
  "smiles": "SS.O.O.O",
  "e_above_lowest_kcal_mol": 20.52,
  "e_tot_ev": -27942.102,
  "orbital_gap_ev": 9.07,
  "total_charge": 0
}

***

{
  "formula": "C4H14N2O",
  "method": "ωB97M-V/def2-TZVPD",
  "symbols": ["N", "C", "C", "C", "N", "C", "O", "H", "H", "H", "H", "H", "H", "H", "H", "H", "H", "H", "H", "H", "H"],
  "coordinates": [[2.521806, 2.029799, -0.441080], [1.289670, 1.220991, -0.923175], [0.844355, 0.296053, 0.206996], [-0.466285, -0.478260, -0.172509], [-0.286918, -1.969453, -0.188442], [-1.536058, -0.206929, 0.886213], [-2.632971, -0.957173, 0.539874], [2.308712, 3.024123, -0.323675], [2.696937, 1.894669, 0.565188], [3.382495, 1.823680, -0.939599], [1.649875, 0.589424, -1.732697], [0.653169, 2.014263, -1.306100], [0.521807, 0.914760, 1.055610], [1.699217, -0.307252, 0.508697], [-0.866909, -0.114659, -1.116588], [0.319276, -2.380573, -0.893067], [-1.246607, -2.347814, -0.203440], [0.199954, -2.300338, 0.647816], [-1.135549, -0.332916, 1.909238], [-1.731527, 0.876531, 0.894713], [-3.392854, -0.980483, 1.117628]],
  "forces_ev_per_a": [[-0.7541, -0.0183, 1.7076], [1.5079, 0.0858, 0.0716], [-1.5195, 0.8730, -0.1670], [0.8351, 0.6351, 0.9073], [0.3204, -0.1094, 0.1878], [0.3438, 1.4061, 0.8613], [0.1325, -1.0402, -0.9706], [0.2135, 0.3321, -1.3162], [0.2745, -0.9499, -0.1805], [0.1793, 0.4160, -0.2540], [-0.0251, 0.3459, -0.3091], [-0.6783, -0.5393, 0.1381], [0.4537, -0.1217, 0.0692], [-0.1791, -0.3188, 0.0355], [0.0861, -0.5648, -0.2909], [-0.3890, 0.1894, -0.9332], [0.0882, -0.3486, -0.0774], [-0.5120, 0.1865, 0.5668], [-0.1028, -0.7429, -0.1910], [-0.1255, -0.0425, -0.4428], [-0.1496, 0.3266, 0.5878]],
  "smiles": "[NH3+]CC[C@@H]([NH3+])CO",
  "e_above_lowest_kcal_mol": 18.42,
  "e_tot_ev": -9385.767,
  "orbital_gap_ev": 11.42,
  "total_charge": 2
}

***

{
  "formula": "H10NO3",
  "method": "ωB97M-V/def2-TZVPD",
  "symbols": ["N", "H", "H", "H", "H", "H", "H", "O", "H", "H", "O", "H", "H", "O"],
  "coordinates": [[-0.018953, 0.406123, -0.033793], [0.941081, 0.541039, -0.338465], [-0.388260, 1.293806, 0.207939], [-0.543974, -0.007530, -0.860046], [-0.111883, -0.124013, 0.809563], [3.040326, 0.971089, 1.879327], [3.536675, -0.346921, 1.003728], [2.960740, 0.430270, 1.077297], [-1.074492, -1.599252, 1.180240], [-2.489944, -1.047539, 1.148661], [-1.613528, -1.030187, 1.586128], [-0.720557, 0.796757, -2.760808], [-2.108439, 0.337782, -3.046119], [-1.340695, 0.142658, -2.536857]],
  "forces_ev_per_a": [[0.3317, -0.8832, -1.9626], [0.7467, -0.0337, 0.1734], [-0.9033, 1.9762, 0.0441], [0.0534, 0.3259, 0.9229], [0.2005, -0.8378, 0.7368], [0.5357, -0.8242, -0.2227], [-0.0249, 0.6442, 0.7636], [-0.6161, 0.1814, -0.5982], [2.9209, -4.0798, -2.6061], [0.7408, -0.1186, 0.1784], [-4.0189, 3.6358, 2.7346], [1.5955, 1.6711, -0.6823], [-1.1829, 0.2017, -0.6189], [-0.3792, -1.8589, 1.1370]],
  "e_above_lowest_kcal_mol": 17.99,
  "multiplicity": 2,
  "e_tot_ev": -7791.417,
  "orbital_gap_ev": [3.93, 12.35],
  "total_charge": 0
}